Entry from the Open Molecules 2025 dataset: a 12-piece molecular cluster, C14H52N10O12 overall at a distorted geometry (ωB97M-V with the def2-TZVPD basis set).

Bonds (Å) are listed after each position.
CARTESIAN COORDINATES (ANGSTROEM)
1 O -1.045 24.594 -7.693  C32 1.372, H65 0.983
2 O -1.029 24.183 -3.113  C29 1.429, H49 0.956
3 O -6.778 25.535 -10.121  C27 1.349
4 O -5.878 25.140 -4.395  C24 1.409, H74 0.964
5 O -3.064 25.840 -5.759  C36 1.352
6 O -4.068 31.199 -8.570  C31 1.422
7 O -8.700 26.318 -4.323  C23 1.445, H57 0.991
8 O -0.365 27.918 -7.588  C28 1.411, H75 0.959
9 O -7.635 25.276 -6.855  C33 1.341
10 O -5.097 23.464 -6.501  C34 1.377, H46 0.957
11 O -1.393 27.555 -11.731  C25 1.389, H51 0.986
12 O -3.050 28.652 -4.766  C30 1.348
13 N -5.172 29.258 -7.507  C31 1.350, H50 1.063, H59 1.057
14 N -5.132 26.667 -6.526  C36 1.277, H67 1.054, H86 1.029
15 N -3.181 28.947 -8.379  C31 1.330, H37 0.980, H61 1.011
16 N -6.650 27.412 -8.807  C27 1.290, H43 1.114, H44 1.001
17 N -4.942 26.939 -10.095  C27 1.292, H82 1.042, H84 1.020
18 N -1.598 29.927 -6.163  C30 1.322, H41 1.038, H53 1.039
19 N -3.405 26.446 -7.912  C36 1.329, H81 1.084, H87 1.018
20 N -9.034 24.902 -8.726  C33 1.326, H63 0.984, H76 1.030
21 N -1.085 29.931 -4.198  C30 1.297, H66 1.041, H69 1.094
22 N -9.906 24.830 -6.686  C33 1.324, H38 1.030, H71 1.057
23 C -7.952 27.440 -4.841  O7 1.445, H42 1.117, H52 1.112, H73 1.075
24 C -5.228 25.831 -3.353  O4 1.409, H40 1.025, H55 1.117, H60 1.026
25 C -1.185 26.718 -10.642  O11 1.389, H54 1.028, H64 1.104, H68 1.087
26 C -2.171 23.412 -9.374  C32 1.539, H62 1.124, H78 1.114, H88 1.133
27 C -6.151 26.664 -9.732  O3 1.349, N16 1.290, N17 1.292
28 C 0.528 27.560 -6.556  O8 1.411, C35 1.511, H56 0.997, H58 1.138
29 C -0.334 24.901 -4.134  O2 1.429, H47 1.143, H79 1.109, H85 1.009
30 C -1.965 29.417 -5.000  O12 1.348, N18 1.322, N21 1.297
31 C -4.140 29.841 -8.153  O6 1.422, N13 1.350, N15 1.330
32 C -1.718 23.417 -7.903  O1 1.372, C26 1.539, H45 1.074, H77 1.099
33 C -8.825 25.031 -7.423  O9 1.341, N20 1.326, N22 1.324
34 C -5.275 23.319 -7.859  O10 1.377, H39 1.123, H48 1.049, H70 1.082
35 C 1.470 26.446 -6.949  C28 1.511, H72 1.069, H80 1.028, H83 1.064
36 C -3.904 26.356 -6.684  O5 1.352, N14 1.277, N19 1.329
37 H -2.543 29.213 -9.073  N15 0.980
38 H -9.630 24.622 -5.716  N22 1.030
39 H -6.335 23.076 -8.141  C34 1.123
40 H -4.823 26.746 -3.575  C24 1.025
41 H -0.675 30.198 -6.554  N18 1.038
42 H -6.983 27.621 -4.315  C23 1.117
43 H -7.731 27.254 -8.587  N16 1.114
44 H -6.276 28.321 -8.616  N16 1.001
45 H -1.161 22.587 -7.511  C32 1.074
46 H -5.638 24.237 -6.339  O10 0.957
47 H -0.482 24.353 -5.126  C29 1.143
48 H -5.107 24.251 -8.311  C34 1.049
49 H -1.957 24.186 -3.341  O2 0.956
50 H -6.071 29.812 -7.381  N13 1.063
51 H -1.673 28.387 -11.281  O11 0.986
52 H -8.528 28.390 -4.877  C23 1.112
53 H -2.387 29.752 -6.816  N18 1.039
54 H -1.026 25.742 -10.924  C25 1.028
55 H -5.980 26.064 -2.561  C24 1.117
56 H -0.137 27.223 -5.894  C28 0.997
57 H -8.289 25.470 -4.630  O7 0.991
58 H 0.872 28.554 -6.121  C28 1.138
59 H -5.141 28.344 -6.978  N13 1.057
60 H -4.414 25.282 -3.054  C24 1.026
61 H -3.177 27.957 -8.173  N15 1.011
62 H -2.771 24.331 -9.618  C26 1.124
63 H -8.237 25.081 -9.274  N20 0.984
64 H -2.151 26.704 -10.108  C25 1.104
65 H -0.937 24.714 -6.723  O1 0.983
66 H -0.387 30.637 -4.512  N21 1.041
67 H -5.832 26.774 -7.307  N14 1.054
68 H -0.393 27.193 -10.069  C25 1.087
69 H -1.259 29.838 -3.122  N21 1.094
70 H -4.485 22.687 -8.242  C34 1.082
71 H -10.843 24.491 -7.039  N22 1.057
72 H 1.107 25.805 -7.723  C35 1.069
73 H -7.827 27.272 -5.895  C23 1.075
74 H -5.815 24.229 -4.085  O4 0.964
75 H -1.025 28.383 -7.071  O8 0.959
76 H -9.808 24.360 -9.135  N20 1.030
77 H -2.627 23.340 -7.290  C32 1.099
78 H -2.722 22.478 -9.629  C26 1.114
79 H 0.771 24.868 -4.044  C29 1.109
80 H 2.426 26.717 -7.213  C35 1.028
81 H -3.977 26.558 -8.826  N19 1.084
82 H -4.630 26.257 -10.819  N17 1.042
83 H 1.601 25.769 -6.139  C35 1.064
84 H -4.710 27.921 -10.245  N17 1.020
85 H -0.559 25.867 -4.321  C29 1.009
86 H -5.491 26.313 -5.629  N14 1.029
87 H -2.489 26.008 -7.984  N19 1.018
88 H -1.191 23.590 -9.915  C26 1.133

SMILES: NC(N)=O.NC(N)=O.NC(N)=O.NC(N)=O.NC(N)=O.CCO.CCO.CO.CO.CO.CO.CO
F_max, eV/Å: 9.1
E, eV: -54826.9378
Total charge: 0